# 1
18
Properties=species:S:1:pos:R:3:forces:R:3:mulliken_charge:R:1 method="wB97M-V/def2-TZVPD" total_charge=+1 e_tot_ev=-9808.98476 smiles="CC(C)=[N+]1CNC=N1" gap_ev=9.29 lumo_ev=-4.163
C -1.63949 -1.56703 -0.03624 1.40 0.06 0.83 -1.073
C -1.02100 -0.21167 0.02684 1.95 1.30 -0.91 0.875
C -1.80642 1.02091 0.19570 -2.11 0.34 -2.37 -1.299
N 0.30880 -0.10114 -0.16022 -1.08 -0.17 0.38 0.490
C 1.19244 1.09026 -0.34568 -1.37 0.73 2.01 -0.500
N 2.46427 0.64855 0.07333 1.10 -3.79 0.26 -0.190
C 2.37392 -0.78724 0.06401 -1.74 1.87 -0.15 -0.093
N 1.16219 -1.21361 -0.18426 0.70 -0.30 0.55 -0.708
H -2.70619 -1.80580 0.20228 0.80 1.01 -1.08 0.361
H -1.14523 -1.95011 0.85161 0.32 -0.96 0.27 0.385
H -1.07926 -2.01557 -0.87629 -1.05 -0.57 0.28 0.360
H -2.37859 1.23564 -0.82680 1.42 -0.38 1.70 0.316
H -1.37985 1.95576 0.53437 0.52 -0.16 0.00 0.355
H -2.67334 0.78317 0.78788 -0.23 -0.10 0.64 0.398
H 1.13576 1.34794 -1.35152 0.05 0.43 -2.02 0.281
H 0.87351 1.92781 0.25430 -0.33 0.28 0.15 0.374
H 3.21289 1.20473 0.49160 -0.66 -0.40 -0.28 0.270
H 3.10559 -1.56260 0.29910 0.30 0.81 -0.26 0.398

# 2
258
Properties=species:S:1:pos:R:3:forces:R:3:mulliken_charge:R:1 method="wB97M-V/def2-TZVPD" total_charge=0 e_tot_ev=-122395.20067 smiles=CC1(C)CCCC(C)(C)N1O.CC1(C)CCCC(C)(C)N1O.CC1(C)CCCC(C)(C)N1O.COCCNCCOC.COCCNCCOC.COCCNCCOC.COCCNCCOC.COCCNCCOC.COCCNCCOC.CC(C)O.CC(C)O gap_ev=8.36 lumo_ev=0.213
C -0.69167 0.50900 1.51669 -0.07 0.57 -0.68 -1.719
C -1.52804 0.14012 0.19954 0.81 0.27 1.36 1.751
C -2.00907 -1.31242 0.33600 0.31 -0.27 -0.48 -2.120
C -2.79083 0.99973 0.12723 -1.12 -0.15 -0.06 -1.247
C -2.62631 2.38967 -0.36288 0.40 1.23 -0.15 -0.721
C -1.89383 2.45657 -1.68510 0.50 -0.60 1.26 -1.133
C -0.51884 1.64808 -1.65298 -1.43 0.28 -1.66 1.335
C -0.19450 1.53360 -3.18935 -0.37 -0.63 0.54 -1.763
C 0.48350 2.48715 -0.91830 1.42 -0.27 0.83 -1.757
N -0.74502 0.27529 -1.05689 -1.40 1.23 -0.53 0.537
O 0.43235 -0.52640 -1.03283 -0.44 0.54 0.09 -0.474
H 0.37048 0.65822 1.32257 0.11 -0.81 -0.21 0.342
H -0.91491 1.49468 1.92496 -0.69 0.13 -0.10 0.348
H -0.84617 -0.19464 2.33468 0.09 -0.16 -0.20 0.402
H -2.51765 -1.63073 -0.57401 -0.02 0.12 -0.20 0.393
H -1.17609 -1.99993 0.48291 0.06 0.03 0.17 0.469
H -2.73016 -1.45779 1.14035 0.17 0.27 0.21 0.422
H -3.54576 0.51198 -0.48943 0.08 -0.33 -0.27 0.442
H -3.27670 1.11379 1.09626 0.26 -0.62 0.37 0.397
H -3.54688 2.93849 -0.56151 -0.55 -0.44 0.36 0.399
H -2.18060 2.98110 0.43690 0.57 0.18 -0.12 0.309
H -1.75596 3.52211 -1.86871 0.61 -0.09 -0.43 0.425
H -2.61976 2.10219 -2.41690 0.42 -0.38 -0.36 0.400
H 0.67307 0.91810 -3.42723 0.20 0.25 0.13 0.364
H -0.15973 2.50431 -3.68393 0.55 0.24 0.40 0.381
H -1.04454 1.08456 -3.70305 -0.11 -0.43 0.24 0.389
H 1.43984 1.97930 -0.79336 0.08 -0.47 -0.23 0.355
H 0.19282 2.65257 0.11912 -0.33 0.44 -0.11 0.334
H 0.78499 3.41226 -1.40959 -0.60 0.16 -0.06 0.406
H 0.09046 -1.26640 -1.53989 0.47 -0.33 -0.13 0.340
C -7.94227 3.10555 -7.58695 -1.04 -0.67 1.97 -2.174
C -7.22090 3.38648 -8.87384 -0.78 -0.26 0.17 1.841
C -7.90829 4.54941 -9.55673 -1.17 0.78 -0.76 -1.823
C -5.76354 3.73494 -8.46425 -0.10 0.10 -1.47 -1.189
C -4.74960 3.51275 -9.60365 -0.27 -0.61 1.22 -0.669
C -4.85931 2.10626 -10.14625 0.65 0.82 0.49 -1.118
C -6.24141 1.79430 -10.62950 -1.07 -1.51 -1.86 1.313
C -6.54650 2.40395 -12.00028 0.42 1.91 0.36 -1.680
C -6.25742 0.27812 -10.95418 -0.92 -0.33 1.17 -1.979
N -7.29523 2.09843 -9.63774 2.01 -0.07 0.32 0.367
O -8.59717 1.76898 -10.13942 0.84 0.55 0.58 -0.489
H -9.02616 2.99136 -7.57070 -0.27 0.38 -0.91 0.404
H -7.67117 2.14522 -7.14835 0.68 -0.10 -0.16 0.498
H -7.77204 3.82761 -6.78836 0.31 0.38 -0.20 0.412
H -8.94721 4.39503 -9.84813 -0.08 -1.17 -0.17 0.377
H -8.15529 5.37368 -8.88765 1.08 0.33 0.28 0.455
H -7.46609 4.88804 -10.49369 0.49 0.22 0.29 0.318
H -5.64945 4.78954 -8.21348 -0.66 0.14 0.15 0.380
H -5.46717 3.20843 -7.55702 -0.01 -0.43 -0.19 0.489
H -4.87001 4.20564 -10.43640 0.22 0.41 0.36 0.338
H -3.82454 3.58963 -9.03227 0.59 0.48 -0.86 0.369
H -4.49857 1.43269 -9.36889 -0.38 -0.36 0.07 0.345
H -4.15661 1.99915 -10.97258 -0.08 -0.17 -0.18 0.424
H -5.70825 2.21058 -12.66965 -0.43 -0.52 -0.39 0.438
H -6.55294 3.49248 -11.94412 0.06 0.32 0.15 0.389
H -7.55413 2.18800 -12.35546 0.35 -0.62 -0.19 0.367
H -7.21874 0.03404 -11.40627 0.02 -0.14 -0.01 0.406
H -6.19735 -0.24283 -9.99861 0.00 -0.29 0.07 0.478
H -5.47701 -0.13655 -11.59222 0.20 0.63 -0.08 0.347
H -8.78590 1.08919 -9.48838 -0.62 -0.23 -0.21 0.368
C 8.91360 7.60275 -0.35253 -0.26 -0.92 -0.06 -1.845
C 8.61892 6.10923 -0.83774 1.99 2.13 0.04 1.272
C 7.34632 6.15755 -1.64692 -0.44 -0.91 0.21 -1.565
C 9.84327 5.78423 -1.75676 -0.25 1.04 0.75 -1.265
C 9.94672 4.35226 -2.14565 -0.18 -0.09 0.34 -0.663
C 9.82140 3.38006 -0.93838 -0.19 0.65 -0.51 -1.107
C 8.77142 3.73640 0.16692 0.53 -0.87 -1.18 1.506
C 7.47667 2.92797 -0.11611 0.52 0.31 -0.73 -1.731
C 9.32922 3.21414 1.48238 -0.03 0.86 0.84 -2.007
N 8.61380 5.20957 0.30325 3.95 -1.96 -3.84 0.306
O 7.65991 5.49419 1.14352 -2.91 1.15 3.46 -0.485
H 9.87103 7.77103 0.14052 0.17 -0.56 0.04 0.431
H 8.15771 7.96527 0.34412 -0.24 0.05 -0.27 0.392
H 8.95167 8.20665 -1.25914 -0.29 0.20 0.08 0.412
H 7.20114 5.13520 -1.99594 -0.22 0.14 -0.74 0.380
H 7.42109 6.90384 -2.43786 -0.08 -0.29 -0.14 0.394
H 6.45457 6.35356 -1.05155 0.15 0.28 0.23 0.343
H 9.81324 6.41757 -2.64336 -0.57 -0.03 -0.27 0.456
H 10.78914 6.14159 -1.34969 -0.06 -0.17 0.90 0.467
H 10.92725 4.28322 -2.61671 -0.12 -0.67 -0.25 0.377
H 9.16218 4.24526 -2.89475 0.04 -0.83 -0.08 0.312
H 10.78441 3.27770 -0.43813 0.15 0.15 -0.18 0.368
H 9.56957 2.40242 -1.34939 0.05 -0.15 0.20 0.353
H 7.69105 1.86062 -0.17025 0.22 -0.12 0.86 0.454
H 6.69904 3.15569 0.61295 -0.15 -0.08 -0.36 0.322
H 7.20263 3.04263 -1.16485 -0.67 0.76 0.06 0.423
H 10.28003 3.67435 1.75121 0.24 0.05 -0.36 0.469
H 8.65434 3.58203 2.25522 -0.20 -0.58 0.32 0.467
H 9.45400 2.13329 1.54800 -0.28 0.05 -0.17 0.357
H 8.20890 5.68172 1.90840 -0.88 0.42 0.81 0.406
C 3.87567 -9.87716 5.64143 -0.08 1.04 0.95 -0.703
O 3.35658 -9.11420 6.82307 0.06 -2.11 -2.43 -0.341
C 2.16005 -9.73646 7.30712 0.01 -0.16 0.98 -0.542
C 1.68894 -8.83048 8.44633 1.24 0.91 -0.08 -0.696
N 1.74228 -7.38887 8.05155 -1.21 -0.95 -0.25 -0.356
C 0.52652 -7.12645 7.28587 -0.62 0.43 -0.37 -0.535
C 0.26385 -5.66823 6.94846 0.65 -0.85 1.13 -0.590
O 0.43389 -4.93765 8.15675 0.31 1.21 -1.09 -0.300
C 0.07907 -3.57296 7.97166 -1.14 0.29 0.63 -0.812
H 4.70000 -9.30921 5.21012 -0.18 0.25 0.15 0.189
H 3.11871 -10.03106 4.87237 -0.29 0.28 0.14 0.306
H 4.28629 -10.86061 5.87016 -0.18 -0.05 0.65 0.309
H 2.39526 -10.71464 7.72657 0.21 -0.22 0.14 0.434
H 1.37950 -9.96040 6.58001 0.14 0.56 -0.68 0.394
H 2.46907 -8.94247 9.19929 -0.25 -0.09 0.39 0.348
H 0.70979 -9.06563 8.86353 0.13 -0.18 -0.09 0.366
H 2.41291 -7.40914 7.29660 0.89 0.44 0.34 0.329
H -0.38015 -7.48067 7.77635 0.21 -0.35 0.31 0.409
H 0.62356 -7.60964 6.31365 -0.50 -0.41 -0.31 0.279
H -0.76546 -5.61404 6.59391 -0.13 0.32 -0.24 0.358
H 0.96557 -5.42446 6.15081 0.09 0.84 0.00 0.251
H 0.28059 -2.95592 8.84730 0.43 -0.51 0.28 0.285
H -1.00508 -3.51402 7.87546 -0.36 0.00 -0.20 0.316
H 0.46831 -2.99940 7.13045 0.62 -0.65 -0.39 0.303
C 1.79960 -4.53318 -4.34066 -1.84 0.04 0.19 -0.757
O 0.34393 -4.73160 -4.16004 1.93 1.64 -0.42 -0.187
C -0.04927 -6.05483 -4.25372 -1.68 -0.26 0.40 -0.657
C -1.65352 -6.09184 -4.17433 1.97 -0.05 0.49 -0.707
N -2.32064 -6.39047 -5.41629 -1.01 -0.39 -0.55 -0.352
C -2.09023 -5.48749 -6.52091 1.31 1.54 0.02 -1.007
C -2.16104 -3.95727 -6.22379 -0.71 -0.28 -0.33 -0.321
O -3.51299 -3.56968 -5.93509 -0.06 -0.22 1.18 -0.398
C -3.57491 -2.29282 -5.26115 -0.48 -0.79 -1.29 -0.712
H 1.87720 -3.52194 -4.74000 0.25 -0.20 -0.14 0.226
H 2.19929 -5.29441 -5.01066 0.00 0.15 -0.21 0.334
H 2.34686 -4.57917 -3.39912 -0.19 -0.13 0.21 0.258
H 0.41453 -6.55314 -3.40245 -0.25 -0.72 0.06 0.405
H 0.31454 -6.49241 -5.18338 -0.11 -0.31 -0.15 0.427
H -1.97938 -5.15102 -3.73074 0.20 0.41 0.01 0.330
H -1.92781 -6.84411 -3.43475 -0.05 -0.24 -0.20 0.421
H -3.30834 -6.38251 -5.20545 -0.20 -0.20 -0.08 0.324
H -2.62771 -5.63986 -7.45687 -0.95 -0.56 0.56 0.434
H -1.09330 -5.71359 -6.89923 0.52 0.38 0.22 0.338
H -1.87157 -3.43992 -7.13847 0.32 0.14 -0.19 0.430
H -1.51484 -3.61347 -5.41611 0.19 -0.32 0.05 0.283
H -4.59504 -2.06599 -4.95137 -0.16 -0.44 -0.16 0.310
H -3.34354 -1.59907 -6.06942 0.52 0.76 0.61 0.298
H -2.97315 -2.25156 -4.35325 0.49 0.10 -0.27 0.277
C 10.83710 -6.97354 6.49330 -0.95 -0.05 -0.09 -0.702
O 9.78853 -6.04109 6.11970 0.74 -1.00 -0.23 -0.303
C 8.87702 -6.62737 5.16816 -0.79 1.28 0.26 -0.333
C 7.80679 -5.55554 4.95576 -1.16 0.65 -0.13 -0.694
N 6.55297 -6.03616 4.26954 0.17 1.23 -0.19 -0.322
C 5.60896 -4.94341 3.85331 -0.28 -0.29 -0.22 -0.609
C 4.56156 -5.47182 2.86625 1.35 0.32 -1.55 -0.806
O 3.49203 -6.14477 3.39523 -1.91 -1.17 1.66 -0.209
C 2.74677 -7.00061 2.50315 1.73 0.41 -0.26 -0.813
H 11.61576 -6.61725 7.16773 -0.31 1.07 -0.22 0.267
H 11.33594 -7.34157 5.59674 -0.08 -0.31 0.01 0.282
H 10.36809 -7.75495 7.09123 -0.02 -0.55 -0.38 0.284
H 8.36346 -7.52748 5.50602 0.37 -0.31 0.42 0.308
H 9.30884 -6.81735 4.18554 0.53 -0.24 0.11 0.281
H 8.25452 -4.72501 4.41000 -0.10 -0.18 -0.65 0.306
H 7.56971 -5.04284 5.88797 -0.05 -0.42 0.56 0.334
H 5.96036 -6.53137 4.92044 0.44 -0.55 0.39 0.188
H 6.08945 -4.14219 3.29183 0.54 -0.15 0.11 0.465
H 5.10573 -4.45983 4.69057 0.03 0.02 0.34 0.352
H 5.18837 -6.05148 2.18859 -0.08 -0.94 -0.12 0.404
H 4.20604 -4.71181 2.17050 -0.20 0.81 0.27 0.428
H 3.44695 -7.80573 2.28035 -0.12 -0.21 -0.64 0.325
H 2.48425 -6.42852 1.61326 -0.01 -0.12 -0.25 0.332
H 1.84482 -7.48901 2.87202 0.12 0.67 0.86 0.232
C 1.13187 10.19993 0.07406 0.43 -1.13 0.62 -0.715
O 1.02263 8.82647 0.36867 -1.48 -1.82 -0.46 -0.343
C 1.55984 8.31988 1.56888 0.80 2.04 -0.21 -0.462
C 0.91151 8.75735 2.86065 -0.22 0.34 0.95 -0.833
N -0.47544 8.36240 3.12596 0.55 -0.83 -0.42 -0.352
C -1.45774 8.91859 2.21576 -1.06 0.20 0.44 -0.412
C -2.90380 8.83861 2.79049 0.47 -0.63 -0.73 -0.758
O -3.46913 7.52065 2.75857 1.60 -0.29 -0.09 -0.237
C -4.73552 7.40267 3.32001 -0.89 0.80 -0.62 -0.766
H 1.06281 10.77159 0.99954 -0.40 0.47 -0.20 0.336
H 0.32359 10.33269 -0.64509 0.24 0.76 0.13 0.212
H 2.12408 10.35989 -0.34786 0.03 0.41 -0.32 0.283
H 2.54888 8.77706 1.53948 0.78 -0.55 0.75 0.369
H 1.64177 7.23365 1.60717 -0.20 -0.02 -0.79 0.381
H 1.01052 9.80886 3.13012 -0.01 0.30 -0.55 0.436
H 1.54509 8.28489 3.61129 -0.07 -0.22 0.30 0.336
H -0.48497 7.40725 2.79779 -0.06 -0.76 0.84 0.255
H -1.35468 8.41802 1.25300 -0.49 0.30 -0.31 0.377
H -1.27965 9.98715 2.09521 0.09 0.12 -0.15 0.346
H -3.49524 9.48154 2.13863 -0.39 0.26 0.15 0.369
H -2.87417 9.20599 3.81629 -0.13 0.15 0.11 0.332
H -4.81190 7.88499 4.29450 0.05 -0.17 0.27 0.293
H -5.12035 6.38293 3.33229 0.74 -0.22 0.27 0.243
H -5.44098 7.89490 2.65057 -0.38 0.46 0.01 0.309
C -5.06245 5.08659 16.20006 0.55 -1.23 -0.21 -0.732
O -4.11811 4.12556 15.64053 -0.92 1.48 0.30 -0.367
C -3.09789 4.78692 14.85045 -0.19 0.36 2.30 -0.574
C -2.20481 3.66179 14.49760 -0.70 -0.84 -1.78 -0.616
N -2.98738 2.85050 13.48543 1.12 -0.21 1.13 -0.381
C -2.73740 3.24810 12.12963 0.99 0.14 0.15 -0.276
C -3.65839 2.59389 11.17581 -0.87 0.65 -1.06 -0.630
O -3.25918 2.80513 9.82470 -0.27 0.22 -0.98 -0.371
C -3.49058 4.09866 9.23034 0.76 -0.17 1.00 -0.705
H -4.56810 5.67240 16.97500 0.12 0.54 -0.38 0.290
H -5.86396 4.57530 16.73321 0.14 -0.50 -0.23 0.256
H -5.53742 5.63536 15.38683 0.21 0.49 0.14 0.292
H -2.51585 5.45809 15.48200 -0.17 0.44 0.36 0.478
H -3.56730 5.40457 14.08478 0.15 -0.31 -0.54 0.363
H -2.03929 3.09186 15.41186 -0.07 -0.14 -0.11 0.304
H -1.22577 3.98422 14.14317 -0.12 -0.06 -0.40 0.362
H -3.93807 3.08948 13.72872 -0.35 -0.44 -0.08 0.286
H -1.72590 2.97705 11.82715 0.24 0.21 0.21 0.280
H -2.91180 4.31480 11.98876 0.50 0.54 -0.07 0.222
H -4.59052 3.13660 11.33292 -0.81 -0.57 -0.08 0.333
H -3.76211 1.51761 11.31351 0.00 0.12 0.07 0.335
H -4.49429 4.50743 9.34685 -0.37 -0.44 0.13 0.292
H -3.23378 4.09204 8.17105 -0.07 -0.50 0.10 0.252
H -2.82119 4.81998 9.69908 0.12 0.22 0.02 0.306
C 0.47303 -2.35266 -12.13898 1.08 -0.47 -0.44 -0.791
O 1.38322 -2.34661 -11.03544 0.03 -0.32 0.06 -0.260
C 2.49573 -3.27480 -11.08390 -0.09 1.03 0.02 -0.609
C 3.62193 -2.92448 -10.07943 -0.83 0.67 0.12 -0.757
N 4.34388 -1.68160 -10.31165 0.36 -0.35 -2.12 -0.429
C 3.54299 -0.49092 -10.23701 0.42 1.33 0.40 -0.475
C 4.48547 0.77322 -10.09002 -0.78 -2.67 1.53 -0.619
O 5.35095 0.44578 -8.94503 -0.79 0.46 -2.11 -0.316
C 6.52201 1.21626 -9.02160 -0.10 0.39 1.22 -0.768
H -0.13951 -1.45118 -12.12365 0.11 -0.14 0.27 0.252
H -0.14330 -3.24201 -12.27053 -0.35 -0.22 0.90 0.322
H 1.01938 -2.39565 -13.08118 0.41 0.54 -0.22 0.315
H 2.94100 -3.25306 -12.07858 -0.05 -0.07 -0.28 0.370
H 2.14472 -4.28153 -10.85720 -0.07 -0.15 -0.03 0.408
H 4.28027 -3.79293 -10.10126 0.24 0.18 0.09 0.428
H 3.19203 -2.81629 -9.08367 -0.46 -0.59 0.39 0.432
H 5.11485 -1.52602 -9.67802 -0.01 -0.43 0.13 0.251
H 2.86387 -0.67230 -9.40395 -0.18 0.93 0.74 0.386
H 2.84024 -0.23614 -11.03031 0.36 -0.65 -0.67 0.242
H 3.82939 1.62658 -9.91847 0.36 0.33 0.21 0.378
H 5.13126 0.90745 -10.95779 -0.24 -0.04 -0.18 0.366
H 7.17392 0.75858 -8.27753 0.28 0.50 0.00 0.232
H 6.22207 2.23387 -8.77136 0.51 0.34 0.37 0.307
H 7.04704 1.30224 -9.97295 -0.23 -0.64 -0.40 0.334
C -6.59888 -8.15608 0.97471 -1.66 0.83 1.02 -1.290
C -7.20427 -7.49419 -0.26597 1.13 2.00 0.90 0.509
C -7.00479 -5.94759 -0.39018 -0.17 0.19 1.33 -1.237
O -6.42231 -7.99428 -1.25960 0.90 -1.57 -2.70 -0.517
H -7.16571 -7.79765 1.83399 -0.20 -0.12 0.28 0.376
H -5.57448 -7.89239 1.23777 0.12 -0.10 -0.76 0.328
H -6.77464 -9.23040 0.91974 0.35 0.03 -0.07 0.315
H -8.25608 -7.73842 -0.41482 -0.22 -0.19 0.31 0.220
H -7.68773 -5.38999 0.25073 -0.10 0.08 0.05 0.318
H -7.06252 -5.50675 -1.38539 -0.58 -0.60 -0.35 0.365
H -5.99518 -5.64879 -0.10827 0.16 -0.36 0.38 0.304
H -6.76914 -7.63093 -2.07769 0.29 -0.16 -0.39 0.310
C -7.80082 0.45090 4.89681 1.05 0.35 -0.19 -1.317
C -7.99308 -1.03177 4.74953 -0.25 0.81 -0.09 0.718
C -7.07701 -1.79583 5.66536 -0.35 -0.56 -0.19 -1.407
O -9.37094 -1.29672 4.97792 -0.11 -0.28 0.34 -0.558
H -7.61681 0.75635 5.92683 -1.07 0.01 0.31 0.325
H -8.56605 0.99506 4.34327 0.05 0.20 0.41 0.341
H -6.81417 0.71819 4.51841 0.02 -0.03 -0.75 0.346
H -7.79002 -1.31635 3.71712 0.23 0.02 -0.22 0.152
H -6.10404 -1.30747 5.71964 0.08 -0.34 -0.07 0.341
H -7.03382 -2.79457 5.23089 0.60 -0.24 0.36 0.396
H -7.49579 -1.88343 6.66788 0.00 0.20 0.07 0.367
H -9.43252 -2.21541 5.24959 -0.25 -0.13 0.00 0.298

# 3
9
Properties=species:S:1:pos:R:3:forces:R:3:mulliken_charge:R:1 method="wB97M-V/def2-TZVPD" total_charge=0 e_tot_ev=-43915.23484 smiles="[H]/P=C1/CSSS1" gap_ev="7.33 / 7.33" lumo_ev="-0.776 / -0.775"
H 1.42771 -2.35898 -0.56347 -0.61 -1.45 0.00 -0.037
P 1.32489 -1.00375 -0.63844 -2.90 2.73 0.97 -0.013
C -0.43995 -0.64060 -0.19870 4.33 -2.70 -0.89 0.274
C -0.80219 0.73603 0.05298 0.15 2.58 2.67 -0.724
S -2.35103 1.11828 -0.67320 -0.84 0.68 -1.13 -0.058
S -3.24849 -0.39105 0.28593 0.03 -1.26 0.26 -0.087
S -1.67637 -1.83420 -0.18146 -0.75 0.97 0.27 -0.071
H -0.89081 1.09967 1.14519 -0.10 -1.63 -0.94 0.309
H -0.06808 1.48705 -0.16941 0.68 0.08 -1.20 0.409